{
  "formula": "C11H10O2",
  "method": "wB97M-V/def2-TZVPD",
  "total_charge": 0,
  "energy_ev": -15659.1287,
  "relative_energy_kj_mol": 444.5,
  "smiles": "C=C1C(=O)C=C(C)C2=C(C)[C@@H]2C1=O",
  "symbols": ["C", "C", "C", "O", "C", "C", "C", "C", "C", "C", "C", "C", "O", "H", "H", "H", "H", "H", "H", "H", "H", "H", "H"],
  "xyz": [[-3.284, -1.394, -0.239], [-2.186, -0.631, -0.110], [-2.009, 0.883, 0.224], [-3.027, 1.469, 0.615], [-0.853, 1.696, -0.028], [0.467, 1.453, -0.228], [1.427, 2.557, -0.779], [1.009, 0.175, 0.208], [1.600, -1.000, 0.483], [2.865, -1.656, 0.598], [0.126, -0.957, 0.761], [-0.845, -1.349, -0.245], [-0.665, -2.118, -1.166], [-4.312, -1.125, 0.001], [-3.250, -2.426, -0.615], [-1.264, 2.615, -0.509], [0.906, 3.374, -1.286], [1.961, 1.905, -1.460], [2.108, 2.955, 0.062], [2.755, -2.143, 1.615], [3.776, -0.918, 0.601], [2.966, -2.463, -0.202], [-0.271, -0.901, 1.699]],
  "forces_ev_per_a": [[-0.332, 0.389, 0.103], [1.516, -0.057, 0.294], [-4.085, -1.614, 1.297], [1.128, -0.489, -0.416], [1.145, 1.161, -2.560], [0.395, 1.222, 0.955], [-0.281, -1.361, 1.630], [-0.297, -1.950, 0.851], [-1.944, 4.296, -1.401], [1.901, -1.186, 0.772], [1.967, -0.205, -2.314], [-1.595, -0.702, -1.453], [0.486, -0.103, 0.082], [0.359, 0.700, -0.162], [0.669, 0.417, 0.360], [0.667, -0.263, 0.965], [0.113, -0.298, 0.163], [0.865, 0.725, -0.498], [-0.993, -0.696, -1.418], [0.882, 0.085, -1.073], [-1.835, -1.472, -0.138], [0.086, 0.982, 1.131], [-0.818, 0.420, 2.830]]
}